1.
This record from OMol25 describes a molecular structure, C10H10Cl3NO2Pb at a distorted geometry. The level of theory is the ωB97M-V functional and the def2-TZVPD basis.

The value obtained for the energy above the lowest of the compared OMol25 structures with the same formula, charge and spin is 0.000 eV. The value obtained for the maximum force is 3.55 eV Å⁻¹. Its HOMO energy (spin up / spin down) is -8.36 / -8.45 eV. The calculation puts the calculated total energy at -58924.845 eV. The net charge is 0.

Cartesian coordinates (Å):
C 1.10788 2.35279 -1.14789
C 1.69919 2.37756 0.15211
C 0.65630 2.56731 1.10650
C -0.57783 2.67596 0.39353
C -0.29638 2.54961 -0.99826
Pb -0.02228 -0.87388 -0.31552
C 2.50499 -1.35835 1.28594
C 2.52309 -1.26865 -0.05310
C 3.10629 -1.22962 -1.25074
N -0.06683 -0.43559 -2.46762
H 0.78020 2.62412 2.18704
H 2.76040 2.26684 0.37196
H -1.56250 2.82856 0.83747
H -1.02096 2.60728 -1.80819
H 1.64270 2.21419 -2.08925
H 2.90365 -0.55453 1.91297
H -0.46824 -1.16243 -3.09873
H 2.05104 -2.21119 1.80562
H 4.15506 -1.52824 -1.37428
H 2.56485 -0.91331 -2.15210
Cl -4.34209 -3.73753 0.42884
C -4.03033 -2.15708 1.14592
Cl -5.30036 -0.98952 0.68544
Cl -3.94398 -2.30052 2.93647
C -2.62321 -1.57383 0.62959
O -1.88882 -2.38113 -0.04855
O -2.31181 -0.38883 0.92483

Results of the Mulliken charge analysis, in e, for atoms 1 through 8:
1. C -0.254
2. C -0.409
3. C -0.374
4. C -0.496
5. C -0.384
6. Pb 0.873
7. C -0.642
8. C 0.278



2.
This record from OMol25 describes 2 unconnected molecules or ions with the total composition C10H10FNO at a distorted geometry. The level of theory is the ωB97M-V functional and the def2-TZVPD basis.

The value obtained for the energy above the lowest of the compared OMol25 structures with the same formula, charge and spin is 2.900 eV. The value obtained for the maximum force is 4.92 eV Å⁻¹. Its HOMO energy (spin up / spin down) is -7.97 / -7.97 eV. The calculation puts the calculated total energy at -16783.669 eV. Its SMILES is N=C=C1C=CC=CC1=O.C=C(C)F. The net charge is 0.

Cartesian coordinates (Å):
N -1.05519 -1.96168 1.38751
C -0.06368 -1.36096 1.06555
C 0.86172 -0.59038 0.59671
C 1.32629 0.48455 1.33413
C 2.28855 1.30702 0.83102
C 2.91952 1.05945 -0.47185
C 2.49075 -0.04902 -1.17512
C 1.52255 -0.97699 -0.68162
O 1.20733 -2.00585 -1.20796
H -1.34433 -2.77929 1.84087
H 0.99645 0.79258 2.35723
H 2.58504 2.10394 1.35925
H 3.64526 1.68222 -0.98267
H 2.89679 -0.36946 -2.06242
C -2.17600 1.06490 0.73258
C -1.89762 0.58979 -0.45708
C -2.49726 -0.54272 -1.24848
F -0.91453 1.29658 -1.22630
H -1.59697 1.90199 1.19264
H -3.09768 0.79497 1.26380
H -3.45171 -0.13711 -1.79116
H -2.83890 -1.35084 -0.73170
H -1.80636 -0.95371 -1.92495

Results of the Mulliken charge analysis, in e, for atoms 1 through 8:
1. N -0.335
2. C 0.150
3. C 0.435
4. C -0.375
5. C -0.545
6. C -0.533
7. C -0.647
8. C 0.501



3.
This record from OMol25 describes a single C10H10FNO3 molecule at a distorted geometry. The level of theory is the ωB97M-V functional and the def2-TZVPD basis.

The value obtained for the energy above the lowest of the compared OMol25 structures with the same formula, charge and spin is 7.667 eV. The value obtained for the maximum force is 4.60 eV Å⁻¹. Its HOMO energy is -8.00 eV. The calculation puts the calculated total energy at -20875.550 eV. Its SMILES is CC/C(F)=[N+](\[O-])O[C@@H]1C=CC=CC1=C=O. The net charge is 0.

Cartesian coordinates (Å):
C -4.04261 -0.64364 0.53470
C -3.19214 0.49848 0.00292
C -1.78143 0.03045 0.10662
F -1.29126 -0.03400 1.38877
N -0.99753 -0.32665 -0.84971
O -1.16213 -0.21655 -2.05692
O 0.25881 -0.94051 -0.44310
C 1.43766 -0.26912 -1.02578
C 2.57266 -1.20069 -0.84883
C 3.58544 -1.02427 -0.00794
C 3.71913 0.11016 0.80669
C 2.70883 0.99035 0.90862
C 1.62376 0.89768 -0.06455
C 0.74902 1.86229 0.10255
O -0.01216 2.64801 0.47236
H -5.07805 -0.35581 0.48262
H -3.67519 -0.78735 1.58561
H -4.00690 -1.48037 -0.13707
H -3.49372 0.68678 -1.12525
H -3.14591 1.43352 0.66306
H 1.14021 -0.09022 -2.11345
H 2.39127 -2.19666 -1.43251
H 4.46447 -1.78017 -0.03131
H 4.59829 0.32027 1.54736
H 2.62947 1.86802 1.53454

Results of the Mulliken charge analysis, in e, for atoms 1 through 8:
1. C -1.159
2. C -0.230
3. C 0.220
4. F -0.267
5. N 0.640
6. O -0.745
7. O -0.289
8. C 0.566



4.
This record from OMol25 describes a molecular structure, C10H10FeNO3 at a distorted geometry. The level of theory is the ωB97M-V functional and the def2-TZVPD basis.

The value obtained for the energy above the lowest of the compared OMol25 structures with the same formula, charge and spin is 0.000 eV. The value obtained for the maximum force is 4.79 eV Å⁻¹. Its HOMO energy (spin up / spin down) is -10.45 / -13.33 eV. The multiplicity is 5. The calculation puts the calculated total energy at -52541.118 eV. The net charge is +1.

Cartesian coordinates (Å):
O -3.59443 -0.00417 2.08819
C -2.64777 -0.00149 1.45611
Fe -1.08527 -0.03641 0.41631
C -2.08386 0.84288 -0.90898
O -2.68404 1.35343 -1.73062
C -0.44466 1.55587 1.11535
O -0.03756 2.53263 1.53603
C 0.63239 -0.37313 -0.95796
C 1.43976 -0.28398 0.19362
C 1.12412 -0.75064 1.46807
C -0.06495 -1.40179 1.85420
C -1.06454 -2.04432 1.07393
C -1.23758 -1.99164 -0.33381
C -0.48340 -1.20654 -1.24438
H 1.00078 0.20331 -1.81083
H 2.32968 0.32814 0.10846
H 1.80512 -0.47478 2.26418
H -0.18150 -1.54524 2.93240
H -1.81333 -2.61948 1.63123
H -2.08776 -2.54348 -0.74575
H -0.83207 -1.20396 -2.28394
N 2.92800 2.15090 -1.98436
H 3.91956 2.28013 -1.90601
H 2.49507 2.77388 -1.32953
H 2.66825 2.45990 -2.90190

Results of the Mulliken charge analysis, in e, for atoms 1 through 8:
1. O -0.206
2. C 0.328
3. Fe 0.497
4. C 0.311
5. O -0.193
6. C 0.367
7. O -0.207
8. C 0.013



5.
This record from OMol25 describes a single C10H10N2 molecule at a distorted geometry. The level of theory is the ωB97M-V functional and the def2-TZVPD basis.

The value obtained for the energy above the lowest of the compared OMol25 structures with the same formula, charge and spin is 4.709 eV. The value obtained for the maximum force is 11.55 eV Å⁻¹. Its HOMO energy is -8.83 eV. The calculation puts the calculated total energy at -13508.386 eV. Its SMILES is Cn1ccnc1-c1ccccc1. The net charge is 0.

Cartesian coordinates (Å):
C -1.37169 1.75992 -0.60267
N -1.70408 0.43407 -0.17449
C -3.07740 -0.07044 -0.05753
C -3.01000 -1.30881 0.39381
N -1.66788 -1.67306 0.51878
C -0.90549 -0.64637 0.17642
C 0.47178 -0.50776 0.16327
C 1.27831 -0.98871 -0.97506
C 2.63547 -0.83038 -0.97083
C 3.27689 -0.21947 0.00649
C 2.59067 0.23368 1.17429
C 1.30307 0.18586 1.14332
H -2.02744 2.10837 -1.18663
H -0.41583 1.81096 -0.94895
H -1.38736 2.50389 0.35372
H -4.13605 0.58237 -0.05664
H -3.94583 -2.02961 0.61443
H 0.82330 -1.22545 -1.72607
H 3.11317 -1.37824 -1.88077
H 4.44435 -0.07071 0.12767
H 3.14844 0.70132 2.02688
H 0.56362 0.62854 1.88056

Results of the Mulliken charge analysis, in e, for atoms 1 through 8:
1. C -1.064
2. N 0.228
3. C -0.205
4. C -0.266
5. N -0.660
6. C -0.125
7. C 0.163
8. C -0.381



6.
This record from OMol25 describes a single C10H10N2O molecule at a distorted geometry. The level of theory is the ωB97M-V functional and the def2-TZVPD basis.

The value obtained for the energy above the lowest of the compared OMol25 structures with the same formula, charge and spin is 2.815 eV. The value obtained for the maximum force is 4.23 eV Å⁻¹. Its HOMO energy is -10.05 eV. The calculation puts the calculated total energy at -15557.353 eV. Its SMILES is CC1(C)O[C@@]1(C#N)c1ccccn1. The net charge is 0.

Cartesian coordinates (Å):
C 3.14669 -0.07043 0.35577
C 1.71404 -0.28662 -0.16794
C 1.33641 -1.70423 0.30969
O 1.35407 0.12915 -1.42305
C 0.71338 0.78295 -0.30418
C 1.08068 2.13832 -0.16866
N 1.29300 3.25639 0.07241
C -0.77596 0.49963 -0.09608
C -1.55628 0.50179 -1.26875
C -2.90041 0.16517 -1.18390
C -3.46875 -0.04559 0.11851
C -2.58867 -0.00485 1.21213
N -1.27627 0.27436 1.08561
H 3.78653 -0.99813 0.31842
H 2.91913 0.14023 1.44761
H 3.71498 0.87619 0.17362
H 2.25994 -2.20007 0.63469
H 0.66745 -2.22617 -0.39571
H 0.63542 -1.50611 1.16107
H -1.20993 0.48352 -2.31336
H -3.45352 0.36938 -2.02201
H -4.48540 -0.29895 0.24013
H -2.90654 -0.27591 2.21396

Results of the Mulliken charge analysis, in e, for atoms 1 through 8:
1. C -1.449
2. C 0.832
3. C -1.322
4. O -0.550
5. C 1.445
6. C -0.314
7. N -0.482
8. C 0.223



7.
This record from OMol25 describes a molecular structure, C10H10N2O2 at a distorted geometry. The level of theory is the ωB97M-V functional and the def2-TZVPD basis.

The value obtained for the energy above the lowest of the compared OMol25 structures with the same formula, charge and spin is 9.703 eV. The value obtained for the maximum force is 9.64 eV Å⁻¹. Its HOMO energy is -7.32 eV. The calculation puts the calculated total energy at -17598.839 eV. The net charge is 0.

Cartesian coordinates (Å):
C -2.43689 0.13145 1.97430
C -2.22312 -1.13316 1.33397
C -1.23314 -1.43124 0.49485
C -0.40195 0.79806 0.91167
C 1.23077 1.21076 -2.05573
C 0.99284 -0.04843 -2.43927
C 1.22248 -1.15179 -1.49281
C 1.46964 -0.92000 -0.11502
C 1.73145 0.39280 0.23615
C 1.64510 1.42734 -0.68375
H -1.22419 1.82969 2.35216
H -2.94786 -1.92435 1.57155
H -1.02345 -2.38658 -0.07178
H -0.00608 -0.38776 -0.95256
H 1.09353 2.16649 -2.70323
H 0.45617 -0.33631 -3.46585
H 0.84257 -2.05807 -2.05475
H 1.26492 -1.74376 0.74505
H 2.09610 0.67165 1.18827
H 1.83297 2.41629 -0.32683
N -1.13855 0.84365 2.05954
N -0.37868 -0.44020 0.06647
O -3.34643 0.40007 2.77672
O 0.48176 1.67339 0.65089

Results of the Mulliken charge analysis, in e, for atoms 1 through 8:
1. C 0.183
2. C -0.666
3. C 0.259
4. C 0.283
5. C -0.543
6. C -0.311
7. C -0.701
8. C 0.067



8.
This record from OMol25 describes a single C10H10N2OS molecule at a distorted geometry. The level of theory is the ωB97M-V functional and the def2-TZVPD basis.

The value obtained for the energy above the lowest of the compared OMol25 structures with the same formula, charge and spin is 1.494 eV. The value obtained for the maximum force is 4.76 eV Å⁻¹. Its HOMO energy is -9.24 eV. The calculation puts the calculated total energy at -26394.544 eV. Its SMILES is N#CCSCC(=O)Nc1ccccc1. The net charge is 0.

Cartesian coordinates (Å):
N -4.65468 3.47074 -0.54419
C -3.80579 2.69450 -0.82194
C -2.70060 1.86154 -1.20082
S -1.61696 1.73347 0.28389
C -0.22606 0.69485 -0.33328
C -0.65101 -0.72587 -0.64536
O -1.75719 -0.96475 -1.15235
N 0.22920 -1.75660 -0.35494
C 1.53052 -1.62608 0.19179
C 2.55822 -0.76494 -0.30823
C 3.83472 -0.66362 0.27137
C 4.18408 -1.41609 1.39988
C 3.21718 -2.27991 1.86085
C 1.90577 -2.32724 1.38287
H -3.06231 0.87968 -1.55631
H -2.13323 2.29379 -2.04277
H 0.53800 0.70837 0.40194
H 0.17221 1.27627 -1.19952
H -0.12509 -2.63731 -0.63855
H 2.26343 -0.11282 -1.14379
H 4.50144 0.09953 -0.14044
H 5.15872 -1.31257 1.89288
H 3.34929 -2.95201 2.71729
H 1.16269 -2.94224 1.89692

Results of the Mulliken charge analysis, in e, for atoms 1 through 8:
1. N -0.418
2. C 0.150
3. C -0.248
4. S -0.105
5. C -0.739
6. C 0.612
7. O -0.661
8. N -0.115



9.
This record from OMol25 describes a gas-phase ion, C10H10NS2 (charge +1) at a distorted geometry. The level of theory is the ωB97M-V functional and the def2-TZVPD basis.

The value obtained for the energy above the lowest of the compared OMol25 structures with the same formula, charge and spin is 1.697 eV. The value obtained for the maximum force is 7.06 eV Å⁻¹. Its HOMO energy is -12.72 eV. The calculation puts the calculated total energy at -33683.815 eV. The net charge is +1.

Cartesian coordinates (Å):
C -3.14185 1.23241 -0.07358
C -2.18669 1.57245 0.89299
C -2.81285 0.35028 -1.07851
C -1.05611 0.80562 1.03836
C -1.49903 -0.07732 -1.13200
C -0.61764 -0.01464 -0.03166
C 4.22370 0.65116 -0.03789
C 3.60079 1.80190 -0.28784
C 1.77926 0.00398 0.03247
C 0.70722 -2.36364 0.36075
N 0.64203 -0.65025 0.13148
S 3.33988 -0.82402 -0.01702
S 1.84835 1.79613 -0.19791
H -4.09163 1.60549 -0.14835
H -2.22525 2.24834 1.70036
H -3.49509 0.15329 -1.77004
H -0.56480 0.98383 1.92213
H -1.01957 -0.65228 -1.90392
H 5.31808 0.74356 0.06678
H 3.93540 2.83502 -0.31628
H -0.22744 -2.45638 0.95557
H 1.60146 -2.50969 0.78131
H 0.59146 -2.87230 -0.68424

Results of the Mulliken charge analysis, in e, for atoms 1 through 8:
1. C -0.338
2. C -0.660
3. C -0.827
4. C 0.125
5. C -0.283
6. C -0.566
7. C -0.316
8. C -0.209



10.
This record from OMol25 describes a single C10H10O molecule at a distorted geometry. The level of theory is the ωB97M-V functional and the def2-TZVPD basis.

The value obtained for the energy above the lowest of the compared OMol25 structures with the same formula, charge and spin is 0.893 eV. The value obtained for the maximum force is 2.39 eV Å⁻¹. Its HOMO energy is -8.24 eV. The calculation puts the calculated total energy at -12579.175 eV. Its SMILES is Oc1cccc2c1C=CCC2. The net charge is 0.

Cartesian coordinates (Å):
O -0.63261 -2.80005 -1.05205
C 0.09989 -1.61315 -1.05858
C 1.20229 -1.54152 -1.87056
C 2.00220 -0.36856 -1.83168
C 1.66244 0.69783 -0.96961
C 0.48832 0.65304 -0.17956
C -0.32965 -0.49342 -0.27729
C -1.52670 -0.57235 0.54375
C -1.77261 0.23252 1.57424
C -0.65762 1.19940 1.93443
C -0.01363 1.79515 0.69344
H -1.35223 -2.65022 -0.35040
H 1.52947 -2.34996 -2.49974
H 2.90131 -0.32970 -2.40620
H 2.25672 1.57814 -0.89958
H -2.33213 -1.25515 0.15427
H -2.68036 0.24189 2.17284
H -1.01231 2.06309 2.58636
H 0.12141 0.67327 2.51314
H -0.79557 2.42056 0.18739
H 0.84137 2.41917 1.03539

Results of the Mulliken charge analysis, in e, for atoms 1 through 8:
1. O -0.609
2. C 0.546
3. C -0.686
4. C -0.484
5. C -0.818
6. C 0.405
7. C 1.087
8. C -0.842